[1]
{"formula": "C23H46Cl8O15", "method": "ωB97M-V/def2-TZVPD", "homo_energy_ev": -10.31, "smiles": "COC(=O)OC.COC(=O)OC.COC(=O)OC.COC(=O)OC.COC(=O)OC.ClCCCl.ClCCCl.ClCCCl.ClCCCl", "elements": ["C", "O", "C", "O", "O", "C", "H", "H", "H", "H", "H", "H", "C", "O", "C", "O", "O", "C", "H", "H", "H", "H", "H", "H", "C", "O", "C", "O", "O", "C", "H", "H", "H", "H", "H", "H", "C", "O", "C", "O", "O", "C", "H", "H", "H", "H", "H", "H", "C", "O", "C", "O", "O", "C", "H", "H", "H", "H", "H", "H", "Cl", "C", "C", "Cl", "H", "H", "H", "H", "Cl", "C", "C", "Cl", "H", "H", "H", "H", "Cl", "C", "C", "Cl", "H", "H", "H", "H", "Cl", "C", "C", "Cl", "H", "H", "H", "H"], "positions_angstrom": [[-1.4641, 3.8803, -2.7471], [-0.5984, 3.1607, -1.8785], [0.3621, 2.3931, -2.3264], [0.9435, 1.6722, -1.5915], [0.5246, 2.4212, -3.6704], [1.7812, 1.7664, -4.0988], [-2.2258, 4.4058, -2.1148], [-1.9640, 3.2016, -3.4413], [-0.8537, 4.5996, -3.3089], [2.5889, 2.2028, -3.4873], [1.9278, 1.9521, -5.1502], [1.7471, 0.7086, -3.8416], [-2.0333, -7.1937, -1.9509], [-1.1716, -6.3965, -1.1491], [-0.6677, -5.2608, -1.5766], [-0.8833, -4.6354, -2.5828], [0.2311, -4.8851, -0.6352], [1.1359, -3.8375, -0.9795], [-3.0203, -6.6965, -2.0332], [-2.1774, -8.2071, -1.5838], [-1.5804, -7.4822, -2.9250], [0.5683, -2.9972, -1.3587], [1.8834, -4.2407, -1.6492], [1.5312, -3.4708, -0.0848], [-6.8646, 1.5886, -2.3723], [-5.7199, 1.0847, -1.6449], [-4.9314, 1.9943, -0.9975], [-4.9822, 3.2030, -1.0933], [-4.0000, 1.3028, -0.3561], [-2.9365, 2.0744, 0.3686], [-7.5999, 0.7575, -2.3779], [-6.6022, 1.8596, -3.4239], [-7.3176, 2.3787, -1.7885], [-2.7366, 1.5797, 1.2885], [-3.2377, 3.1294, 0.4769], [-2.0256, 2.1279, -0.2328], [1.1221, -3.4933, 3.2770], [0.7429, -2.2142, 3.7555], [1.4778, -1.6659, 4.7319], [2.3345, -2.2291, 5.3419], [1.0861, -0.4314, 4.9369], [1.6889, 0.2820, 6.0311], [0.6417, -3.8535, 2.4129], [1.0490, -4.2807, 4.0470], [2.2110, -3.4653, 3.1509], [1.1085, -0.0400, 6.9921], [1.4714, 1.3050, 5.8939], [2.7228, 0.1556, 6.1309], [5.1355, 0.3696, 3.5329], [5.2279, -0.4111, 2.3902], [5.1027, 0.1585, 1.2353], [4.7274, 1.2961, 1.0308], [5.5131, -0.6872, 0.2359], [5.1849, -0.1602, -1.0580], [4.2538, 0.4540, 4.0975], [5.4428, 1.3742, 3.3002], [5.9476, -0.0702, 4.0912], [5.7091, 0.8106, -1.1069], [4.0841, 0.0261, -1.1580], [5.7456, -0.8873, -1.6268], [3.1072, 4.1194, -1.8903], [2.2886, 4.6250, -0.3384], [3.3102, 4.5997, 0.7997], [4.2795, 6.0990, 0.8882], [1.4046, 4.0294, -0.2522], [2.0305, 5.6693, -0.5709], [3.9891, 3.6865, 0.8387], [2.7814, 4.4471, 1.7633], [-3.2372, 1.0357, -4.6791], [-3.4338, -0.4888, -3.6717], [-2.1403, -1.4332, -3.7636], [-0.7253, -0.6966, -2.9394], [-4.2943, -1.0280, -4.0828], [-3.5602, -0.1080, -2.7156], [-1.9778, -1.6278, -4.7960], [-2.3115, -2.2390, -3.0541], [-1.7034, -1.5579, 0.2218], [-2.9873, -2.1361, 1.4495], [-3.7993, -0.9315, 1.9794], [-2.9226, -0.1786, 3.3256], [-2.3982, -2.5318, 2.2606], [-3.5928, -2.8908, 0.9213], [-4.7186, -1.3096, 2.4193], [-4.0775, -0.1925, 1.2704], [2.1572, -0.7294, 0.8454], [1.6296, 0.9414, 1.3186], [0.1986, 1.1522, 1.4948], [-0.2118, 2.7825, 2.1617], [2.0335, 1.6320, 0.5229], [2.1402, 1.2068, 2.1858], [-0.2864, 0.4354, 2.1627], [-0.3342, 1.1343, 0.5771]]}

[2]
{"formula": "C23H47BBrCl2F3NO12P2", "method": "ωB97M-V/def2-TZVPD", "homo_energy_ev": -11.35, "total_charge": 1, "e_above_lowest_kj_mol": 0.0, "elements": ["C", "C", "Cl", "C", "Cl", "C", "C", "C", "B", "O", "O", "C", "O", "C", "C", "C", "C", "C", "C", "C", "N", "C", "O", "C", "F", "F", "F", "C", "Br", "H", "H", "H", "H", "H", "H", "H", "H", "H", "H", "H", "H", "H", "H", "H", "H", "H", "H", "H", "H", "H", "H", "H", "H", "H", "H", "H", "H", "H", "C", "O", "P", "O", "O", "C", "O", "C", "H", "H", "H", "H", "H", "H", "H", "H", "H", "C", "O", "P", "O", "O", "C", "O", "C", "H", "H", "H", "H", "H", "H", "H", "H", "H"], "positions_angstrom": [[9.6868, -2.7495, -0.1183], [8.5324, -2.0363, -0.7427], [8.9640, -0.5011, -1.4402], [7.2867, -2.4798, -0.8260], [6.9419, -4.0462, -0.1536], [6.0739, -1.8128, -1.4287], [5.8346, -0.3786, -0.9261], [4.3924, 0.0225, -1.3262], [4.1036, 1.5567, -1.0224], [3.1857, 1.9359, -0.0607], [4.8020, 2.4887, -1.7425], [4.0627, -0.2796, -2.7883], [3.0370, -1.1897, -2.8787], [2.1757, -1.0293, -4.0114], [0.9655, -1.9310, -3.8790], [0.0668, -1.6606, -5.0988], [0.1660, -1.6215, -2.6060], [0.6567, -2.2619, -1.2913], [-0.5305, -2.2312, -0.2823], [1.0815, -3.7197, -1.4851], [5.2583, -0.7773, -3.5983], [6.1733, 0.3258, -4.0238], [6.3533, 0.1605, -5.4102], [6.5605, 1.3292, -6.0985], [5.3953, 1.9627, -6.3084], [7.3761, 2.1517, -5.4336], [7.0952, 1.0174, -7.2711], [5.9441, -1.9740, -2.9634], [7.5265, -2.4324, -3.9490], [9.3701, -3.4074, 0.6833], [10.2271, -3.2962, -0.8927], [10.3858, -2.0184, 0.2826], [5.2209, -2.3591, -1.0225], [5.8938, -0.3606, 0.1576], [6.5043, 0.3400, -1.3887], [3.7121, -0.5506, -0.6954], [2.3345, 2.1777, -0.4412], [4.3297, 3.3304, -1.7563], [3.7349, 0.6397, -3.2852], [2.7043, -1.2864, -4.9412], [1.8257, 0.0050, -4.1119], [1.2682, -2.9758, -3.9514], [-0.7889, -2.3309, -5.0551], [-0.3155, -0.6399, -5.0445], [0.5917, -1.8343, -6.0375], [-0.8715, -1.9205, -2.7535], [0.1774, -0.5324, -2.4809], [1.4468, -1.6675, -0.8333], [-0.7772, -3.2482, 0.0250], [-1.4418, -1.8241, -0.7160], [-0.2862, -1.6992, 0.6348], [2.0620, -3.7859, -1.9626], [1.0788, -4.2582, -0.5418], [0.3798, -4.2023, -2.1700], [4.8675, -1.1420, -4.4727], [7.0950, 0.3390, -3.4489], [5.6595, 1.2709, -3.8401], [5.2794, -2.8098, -3.1520], [-5.4140, 1.2866, 3.0753], [-4.2392, 0.6645, 2.5105], [-2.8992, 0.5026, 3.3307], [-2.0562, -0.5015, 2.6726], [-3.5652, 0.0094, 4.7191], [-3.6953, -1.3926, 4.9614], [-2.0517, 1.6269, 4.0593], [-0.8570, 2.1000, 3.4137], [-5.8480, 1.9587, 2.3402], [-6.1341, 0.5094, 3.3174], [-5.1818, 1.8517, 3.9738], [-3.5329, -1.9770, 4.0563], [-4.7018, -1.5819, 5.3331], [-2.9731, -1.6895, 5.7210], [-0.9999, 2.2513, 2.3448], [-0.0572, 1.3802, 3.5739], [-0.5968, 3.0468, 3.8790], [-11.5872, 0.9082, 4.4678], [-10.2783, 1.4707, 4.2661], [-10.0047, 3.0602, 4.2645], [-8.5399, 3.1198, 4.4540], [-10.9171, 3.3191, 5.5843], [-10.3165, 3.1336, 6.8671], [-10.4298, 4.5108, 3.7204], [-9.5785, 5.1498, 2.7518], [-11.7281, 0.1027, 3.7505], [-11.6286, 0.5013, 5.4765], [-12.3805, 1.6409, 4.3463], [-9.3645, 2.6079, 6.7953], [-11.0009, 2.5530, 7.4857], [-10.1611, 4.1090, 7.3263], [-9.2289, 4.4588, 1.9877], [-8.7235, 5.5809, 3.2666], [-10.1647, 5.9365, 2.2837]]}

| no. | gap between HOMO and LUMO (eV) |
| --- | --- |
| 1 | 10.71 |
| 2 | 8.86 |